1.
Density functional theory data (wB97M-V/def2-TZVPD) for a structure of composition C2H3CsLiO2 at a distorted geometry.

Properties
Net charge: +1
E_HOMO: -11.00 eV
ΔE to the lowest compared entry with this formula, charge and spin: 88.4 kJ/mol
Calculated total energy: -255.8878 a.u.

```
9
Properties=species:S:1:pos:R:3:forces:R:3:mulliken_charge:R:1
H -1.101 1.015 -0.310 -0.5609 -3.2844 0.9768 0.27
O -0.137 2.209 -0.893 4.0319 1.0583 -0.1375 -0.49
C 0.615 1.378 -0.333 -2.7396 1.3140 -1.4621 0.15
C -0.280 0.373 0.257 -1.1153 -0.6586 0.2982 -0.50
O 0.100 -0.979 0.089 -0.4974 0.0265 -1.0271 -0.94
Li 0.253 -1.587 -1.590 -0.0713 0.5011 0.6889 0.91
Cs -0.575 -4.271 1.941 0.0354 0.3970 -0.0100 0.99
H 1.689 1.257 -0.441 0.4366 0.6363 0.0444 0.36
H -0.563 0.607 1.280 0.4806 0.0098 0.6283 0.26
```
Positions in Å, forces in eV/Å.

=====

2.
Density functional theory data (wB97M-V/def2-TZVPD) for a cluster of 17 separate species, ClH32O20 in total at a distorted geometry.

Properties
Net charge: -1
E_HOMO: -6.90 eV
ΔE to the lowest compared entry with this formula, charge and spin: 140.5 kJ/mol
Calculated total energy: -1983.9921 a.u.

```
53
Properties=species:S:1:pos:R:3:forces:R:3:mulliken_charge:R:1
Cl 0.230 -0.247 0.321 0.0786 1.9803 -0.4251 0.45
O 0.573 -1.635 -0.023 -0.0616 1.7043 0.4555 -0.81
O -0.753 -0.244 1.485 2.6533 0.1974 -2.7329 0.05
O 1.498 0.538 0.631 -3.0624 -1.8851 0.3673 -0.57
O -0.361 0.382 -0.878 0.4356 -0.9439 2.6942 0.53
O -0.626 -2.000 -2.587 0.9865 -0.8100 0.1360 -0.69
H -0.373 -2.312 -1.703 0.0429 0.0203 -0.3436 0.29
H -1.502 -1.657 -2.416 -0.8982 0.5127 -0.1118 0.48
O -1.505 2.940 -1.476 1.0966 0.6184 -0.4334 -0.60
H -0.741 2.967 -0.855 -0.8966 -0.6120 -0.4647 0.27
H -2.297 2.890 -0.966 -0.5997 -0.1480 0.8707 0.29
O 2.397 2.060 -1.954 0.9612 -0.2682 -1.1401 -0.79
H 2.280 1.100 -1.986 0.4352 -0.3790 -0.2404 0.48
H 1.646 2.306 -1.464 -1.6255 0.8107 0.9779 0.30
O 0.530 -4.401 -1.108 0.3212 -0.2156 0.3559 -0.60
H 1.316 -4.382 -1.645 0.9485 0.1218 0.0586 0.30
H -0.105 -4.417 -1.811 -1.2574 0.0966 -0.3804 0.29
O 1.110 0.378 3.690 0.0134 0.2083 1.4750 -0.63
H 1.416 0.544 2.816 0.4473 0.1125 -1.4115 0.27
H 1.847 0.673 4.246 -0.3007 -0.1893 -0.1395 0.29
O -3.010 -0.856 -1.855 -0.2173 -1.3682 -1.4432 -0.67
H -3.235 -0.044 -2.266 -0.2979 1.0424 -1.1740 0.31
H -2.867 -0.553 -0.984 0.1660 -0.0540 1.9651 0.35
O -0.967 1.105 -3.605 0.6443 -0.8133 -1.2849 -0.70
H -1.667 1.669 -3.353 -1.0116 1.2948 0.3316 0.30
H -0.694 0.768 -2.762 0.4642 -0.4916 0.5996 0.32
O -2.085 -2.844 0.671 -0.0528 0.1463 -0.0226 -0.65
H -1.286 -2.475 1.089 -0.4810 -0.5312 0.1120 0.40
H -2.814 -2.342 1.051 0.1091 0.0250 -0.1547 0.30
O 2.118 -0.691 -2.101 2.2019 0.3919 -1.5452 -0.74
H 1.635 -0.757 -2.919 -0.3325 -0.1270 -0.7118 0.32
H 1.454 -0.829 -1.478 -1.4824 -0.7659 1.3802 0.30
O -1.741 -0.537 3.927 -1.5156 0.7585 -0.0749 -0.67
H -1.289 -0.525 3.076 0.5580 -0.3241 0.2535 0.45
H -2.586 -0.084 3.710 0.6804 -0.5624 0.4819 0.27
O 4.075 -0.180 0.362 0.4442 -0.5167 0.3233 -0.72
H 4.352 -1.008 -0.031 -0.0785 -0.0901 -0.1937 0.30
H 3.113 -0.205 0.418 -0.0923 -0.0839 -0.0461 0.44
O -1.716 2.414 1.609 -0.1706 0.2202 -0.5174 -0.49
H -1.596 1.843 2.349 0.2935 -1.6172 0.7368 0.19
H -1.563 3.215 2.080 -0.0155 1.6529 0.1064 0.26
O 4.177 2.426 0.061 -0.8304 3.2554 0.1157 -0.75
H 3.345 2.619 -0.429 0.9905 0.0147 0.1904 0.39
H 4.183 1.507 -0.001 0.4927 -2.6033 -0.0516 0.40
O -3.222 0.100 0.547 -0.7395 0.2176 -0.1034 -0.71
H -2.353 0.342 0.836 1.3569 0.2426 -0.2228 -0.06
H -3.659 0.141 1.382 -1.1493 -0.1059 0.6882 0.33
O 0.365 -3.136 2.016 -0.0466 -0.7067 1.2751 -0.67
H 0.626 -2.690 1.213 0.3872 -0.2650 -0.3610 0.41
H 0.375 -4.086 1.844 -0.0575 0.3330 -0.1970 0.27
O 0.876 3.214 0.164 0.1149 -0.6756 0.8266 -0.56
H 0.638 2.988 1.084 0.2563 -0.1877 -0.6887 0.20
H 0.415 4.017 -0.005 -0.3074 1.3620 -0.1610 0.28
```
Positions in Å, forces in eV/Å.

=====

3.
Density functional theory data (wB97M-V/def2-TZVPD) for a cluster of 2 separate species, C2H2O2S in total at a distorted geometry.

Properties
Net charge: 0
E_HOMO: -10.24 eV
ΔE to the lowest compared entry with this formula, charge and spin: 46.4 kJ/mol
Calculated total energy: -626.0447 a.u.

```
7
Properties=species:S:1:pos:R:3:forces:R:3:mulliken_charge:R:1
C -2.172 -0.131 -2.269 2.5055 -1.4442 -3.0736 0.16
C 1.276 0.232 1.326 -1.3108 0.9466 -0.6365 0.14
O -1.488 -0.528 -3.119 -2.4973 1.4368 3.0570 -0.16
O 2.317 -0.295 1.530 0.8093 0.5345 0.4911 -0.39
S -0.147 -0.771 1.006 -0.4104 -0.2966 -0.2393 -0.12
H -0.771 0.138 0.243 -0.1327 0.1021 0.2231 0.09
H 0.985 1.355 1.284 1.0364 -1.2793 0.1782 0.28
```
Positions in Å, forces in eV/Å.

=====

4.
Density functional theory data (wB97M-V/def2-TZVPD) for a cluster of 2 separate species, C4H11N3O2 in total at a distorted geometry.

Properties
SMILES: CN=C(N)N.CC(=O)O
Net charge: 0
E_HOMO: -9.73 eV
ΔE to the lowest compared entry with this formula, charge and spin: 249.8 kJ/mol
Calculated total energy: -473.7076 a.u.

```
20
Properties=species:S:1:pos:R:3:forces:R:3:mulliken_charge:R:1
C 2.428 1.136 0.476 -2.5614 -0.9481 5.8021 -1.23
N 1.148 0.634 -0.043 0.0761 2.2453 -1.8225 -0.27
C 0.854 1.088 -1.218 -2.8551 -2.3621 -0.9236 0.47
N -0.308 0.347 -1.972 -0.9249 3.9953 1.5240 -0.71
N 1.465 1.993 -2.107 1.9182 0.0971 2.0637 -0.47
H 3.059 0.667 -0.114 3.9699 -1.5612 -2.7695 0.55
H 2.593 0.553 1.554 -0.4251 1.7645 -2.5774 0.24
H 2.631 2.199 0.655 -0.4292 -0.1078 -0.3930 0.32
H -0.511 -0.528 -1.539 0.6138 -0.8289 0.7293 0.30
H -1.246 0.872 -1.687 2.5227 -0.9634 -0.9673 0.30
H 0.955 2.693 -2.583 -1.5694 -0.1779 -0.7983 0.25
H 2.237 2.566 -1.726 -0.3628 -1.0424 0.2871 0.26
C -2.659 -2.285 1.345 -3.6504 -2.9504 -0.0105 -0.90
C -1.342 -1.753 1.161 4.5418 0.4501 0.2307 0.75
O -0.274 -2.404 1.236 -3.0984 1.9413 -0.4073 -0.58
O -1.398 -0.391 1.079 0.2752 -0.4120 0.2419 -0.44
H -2.925 -2.056 2.419 0.0796 -0.3406 -1.1058 0.23
H -2.641 -3.432 1.197 0.1046 1.8630 0.5119 0.29
H -3.547 -1.945 0.686 1.8334 0.0544 0.9901 0.29
H -0.520 0.045 1.183 -0.0586 -0.7163 -0.6054 0.35
```
Positions in Å, forces in eV/Å.

=====

5.
Density functional theory data (wB97M-V/def2-TZVPD) for a structure of composition C6H9N at a distorted geometry.

Properties
Net charge: 0
E_HOMO: -8.44 eV
ΔE to the lowest compared entry with this formula, charge and spin: 394.5 kJ/mol
Calculated total energy: -288.6318 a.u.

```
16
Properties=species:S:1:pos:R:3:forces:R:3:mulliken_charge:R:1
C -0.854 -1.681 -0.197 -0.0749 -0.0834 -0.0597 -0.86
N -1.103 -0.243 -0.279 -0.0674 -0.0062 0.0395 -0.13
C -0.767 0.497 0.926 -0.1635 -0.2233 0.4726 -0.59
C 0.727 0.634 0.930 0.3450 -0.4322 0.2671 -0.16
C 1.294 0.243 -0.419 0.2052 -0.4533 -0.0648 -0.70
C -0.089 0.594 -0.986 0.1744 -0.0016 -0.3843 -0.32
C -0.226 1.640 0.162 0.7125 -0.1335 0.4025 -0.50
H 0.113 -1.962 0.253 -0.1747 0.2003 -0.0782 0.30
H -0.901 -2.118 -1.200 -0.0402 0.0825 0.1035 0.29
H -1.641 -2.143 0.409 0.0730 0.1088 -0.1314 0.32
H -1.369 0.495 1.827 0.0351 -0.1446 -0.0541 0.41
H 1.270 0.904 1.832 -0.0804 0.0825 -0.2692 0.45
H 1.718 -0.752 -0.555 0.0917 -0.0951 -0.1795 0.30
H 1.993 1.011 -0.784 -0.0602 -0.2966 0.1990 0.29
H -0.262 0.718 -2.059 0.0801 0.1286 0.2743 0.43
H 0.348 2.499 0.444 -1.0558 1.2673 -0.5375 0.48
```
Positions in Å, forces in eV/Å.

=====

6.
Density functional theory data (wB97M-V/def2-TZVPD) for a structure of composition C6H12F5NO12S3V at a distorted geometry.

Properties
Net charge: -1
E_HOMO (alpha / beta): -5.90 / -6.88 eV
Multiplicity: 5
Calculated total energy: -3831.3311 a.u.

```
40
Properties=species:S:1:pos:R:3:forces:R:3:mulliken_charge:R:1
V -0.283 0.927 -0.018 -2.0527 -1.0854 1.3823 0.89
N 1.383 1.951 -0.665 4.6112 4.2346 1.4588 0.27
S 2.727 1.639 -1.482 1.5225 -5.3514 -7.3140 0.71
O 3.824 0.854 -0.904 -1.5444 2.3820 -0.2054 -0.53
O 2.980 2.437 -2.724 -0.0171 -0.7303 3.9026 -0.61
F 1.965 0.455 -2.210 -0.5607 -1.4213 -0.5904 -0.34
S 2.328 3.301 0.027 -0.6728 2.7401 4.5383 0.89
O 2.444 4.400 -0.908 -0.2102 -1.4131 1.4601 -0.54
O 3.488 2.955 0.911 -3.1929 0.6625 -2.7182 -0.54
F 1.199 3.721 1.106 0.8581 -0.2116 -1.0808 -0.23
C -3.549 -2.702 1.156 1.6705 1.1772 0.6228 0.50
F -4.509 -2.863 2.065 0.3028 -0.0233 -0.1876 -0.20
F -2.589 -3.618 1.306 0.6619 -0.3709 1.1650 -0.25
F -4.005 -2.988 -0.032 -1.2531 0.7131 -1.3831 -0.22
S -2.780 -0.889 1.374 -2.0419 3.2873 3.7042 1.49
O -1.740 -0.644 0.400 1.4206 -1.1715 -1.5420 -0.35
O -3.913 -0.006 1.093 0.3027 -1.7450 0.0711 -0.68
O -2.261 -0.724 2.763 -0.9957 -1.8387 -2.4462 -0.72
C -1.843 2.577 1.537 -0.5660 -4.2005 0.1407 1.08
O -2.071 2.412 0.356 -1.0464 1.8228 -6.0784 -0.62
O -0.893 1.893 1.906 4.7256 -0.6092 2.7099 -0.65
O -2.786 2.823 2.280 -1.9038 2.4875 2.2811 -0.44
C 3.200 -0.424 1.784 -0.3419 1.2650 0.3723 -0.94
C 1.795 -0.941 1.848 0.2564 -0.4614 0.0315 -0.35
O 1.046 -0.797 0.600 0.6051 -0.0414 0.4520 -0.23
H 3.913 -0.985 1.180 -0.2406 0.0730 -0.0142 0.27
H 3.504 -0.371 2.829 0.4279 -0.2761 0.0742 0.41
H 3.149 0.625 1.489 0.4320 -0.1156 -0.3016 0.11
H 1.258 -0.449 2.659 -0.2636 0.0615 -0.2625 0.25
H 1.905 -1.994 2.107 -0.7058 -0.2338 -0.1499 0.37
H 0.870 -1.697 0.315 -0.4011 0.1900 -0.2588 0.14
C -1.459 -2.010 -2.598 -0.1936 -0.6029 0.3900 -1.03
C -0.499 -0.872 -2.883 -0.8384 -1.6085 -0.9542 -0.22
O -0.896 0.202 -2.048 1.2716 0.6868 0.1165 -0.29
H -1.390 -2.881 -3.249 0.2056 0.2160 -0.4067 0.44
H -2.485 -1.644 -2.624 -0.0746 -0.0858 0.0174 0.30
H -1.274 -2.408 -1.600 -0.1517 0.2007 0.1652 0.12
H -0.588 -0.605 -3.936 0.0572 0.4082 -0.0448 0.30
H 0.516 -1.254 -2.774 0.0778 0.8495 0.6517 0.27
H -1.682 0.593 -2.438 -0.1404 0.1397 0.2311 0.19
```
Positions in Å, forces in eV/Å.

=====

- What is the calculated total energy in the first record?
  -255.8878 a.u.